{
  "formula": "C34H24ClN3O5PTi",
  "method": "wB97M-V/def2-TZVPD",
  "e_lumo_ev": -3.80,
  "energy_ev": -95283.2136,
  "relative_energy_kj_mol": 0.0,
  "total_charge": 1,
  "species": ["Ti", "O", "C", "O", "C", "C", "C", "C", "C", "N", "C", "O", "O", "H", "H", "H", "O", "C", "C", "C", "C", "C", "C", "C", "N", "C", "C", "N", "H", "H", "H", "H", "H", "H", "H", "Cl", "C", "C", "C", "C", "C", "C", "P", "C", "C", "C", "C", "C", "C", "C", "C", "C", "C", "C", "C", "H", "H", "H", "H", "H", "H", "H", "H", "H", "H", "H", "H", "H", "H"],
  "xyz": [[-0.2776, -0.1320, 0.1733], [-1.0850, -0.4821, 4.1048], [-0.7042, -0.6674, 2.9856], [-1.0671, 0.0227, 1.9098], [0.2921, -1.7435, 2.6089], [0.8762, -2.7073, 3.4105], [1.8021, -3.5604, 2.8169], [2.1276, -3.4393, 1.4656], [1.4932, -2.4466, 0.7438], [0.6098, -1.6520, 1.3295], [1.6390, -2.0882, -0.7236], [2.3186, -2.7042, -1.4887], [0.8813, -1.0306, -1.0149], [0.6175, -2.7728, 4.4577], [2.2803, -4.3265, 3.4127], [2.8452, -4.0886, 0.9842], [-1.2380, 1.1316, -0.5995], [-2.4590, 1.4751, -1.0354], [-2.7517, 2.8049, -1.3075], [-4.0222, 3.1384, -1.7363], [-4.9961, 2.1568, -1.8938], [-4.6962, 0.8368, -1.6213], [-3.4204, 0.4706, -1.1858], [-3.0590, -0.9163, -0.9192], [-1.8982, -1.3736, -0.4500], [-1.9920, -2.7490, -0.4015], [-3.2141, -3.1274, -0.8419], [-3.8706, -1.9647, -1.1634], [-1.9793, 3.5491, -1.1637], [-4.2601, 4.1721, -1.9472], [-5.9896, 2.4249, -2.2231], [-5.4750, 0.0939, -1.7374], [-1.1782, -3.3665, -0.0636], [-3.6654, -4.0955, -0.9573], [-4.8043, -1.9037, -1.5314], [1.5605, 1.9647, -2.1725], [2.9631, 2.2964, -1.2109], [4.1295, 2.6547, -1.8660], [5.2551, 2.9782, -1.1259], [5.2072, 2.9521, 0.2588], [4.0365, 2.5866, 0.9024], [2.8904, 2.2469, 0.1800], [1.3639, 1.7630, 1.0574], [1.9404, 1.4660, 2.7514], [1.6684, 2.3294, 3.8081], [2.1516, 2.0449, 5.0774], [2.9189, 0.9114, 5.2959], [3.2085, 0.0540, 4.2423], [2.7155, 0.3267, 2.9776], [0.3406, 3.2686, 1.1209], [-0.8782, 3.2272, 1.8029], [-1.6988, 4.3425, 1.8274], [-1.3208, 5.5026, 1.1634], [-0.1152, 5.5460, 0.4808], [0.7172, 4.4343, 0.4613], [4.1454, 2.6812, -2.9462], [6.1670, 3.2564, -1.6362], [6.0804, 3.2127, 0.8406], [4.0122, 2.5639, 1.9827], [1.0747, 3.2189, 3.6460], [1.9292, 2.7151, 5.8965], [3.2976, 0.6980, 6.2863], [3.8198, -0.8236, 4.4072], [2.9608, -0.3357, 2.1533], [-1.1928, 2.3240, 2.3097], [-2.6384, 4.3022, 2.3623], [-1.9645, 6.3719, 1.1827], [0.1879, 6.4484, -0.0332], [1.6579, 4.4872, -0.0704]],
  "atomic_forces_ev_per_a": [[0.0, 0.0, 0.0], [0.0, 0.0, 0.0], [0.0, -0.1, 0.1], [0.1, 0.1, 0.2], [0.0, 0.0, 0.1], [0.0, 0.1, 0.0], [0.0, 0.0, 0.0], [0.0, 0.0, 0.0], [0.1, -0.1, 0.0], [0.0, -0.2, 0.1], [0.0, -0.2, 0.0], [0.0, 0.1, 0.0], [0.3, 0.0, 0.0], [0.0, 0.0, 0.0], [0.0, 0.0, 0.0], [0.0, 0.0, 0.0], [-0.3, 0.4, -0.6], [-0.1, 0.0, 0.1], [0.0, 0.0, 0.0], [0.0, 0.0, 0.0], [0.0, 0.0, 0.0], [0.0, 0.0, 0.0], [0.0, 0.1, 0.0], [0.0, 0.0, -0.1], [-0.1, 0.0, 0.0], [0.0, -0.1, 0.0], [0.0, 0.0, 0.0], [0.0, 0.0, 0.0], [0.0, 0.0, 0.0], [0.0, 0.0, 0.0], [0.0, 0.0, 0.0], [0.0, 0.0, 0.0], [0.0, 0.0, 0.0], [0.0, 0.0, 0.0], [0.0, 0.0, 0.0], [-0.1, 0.0, 0.0], [0.0, 0.0, 0.0], [0.0, 0.0, 0.0], [0.0, 0.0, 0.0], [0.0, 0.0, 0.0], [0.0, 0.0, 0.0], [0.0, -0.1, 0.1], [0.1, 0.3, -0.1], [0.0, 0.0, 0.0], [-0.1, 0.0, 0.0], [0.0, 0.0, 0.0], [0.0, 0.0, 0.0], [0.0, 0.0, 0.0], [0.0, 0.0, 0.0], [0.0, 0.0, 0.0], [0.0, 0.0, 0.0], [0.0, 0.0, 0.0], [0.0, 0.0, 0.0], [0.0, 0.0, 0.0], [0.0, 0.0, 0.0], [0.0, 0.0, 0.0], [0.0, 0.0, 0.0], [0.0, 0.0, 0.0], [0.0, 0.0, 0.0], [0.0, 0.0, 0.0], [0.0, 0.0, 0.0], [0.0, 0.0, 0.0], [0.0, 0.0, 0.0], [0.0, 0.0, 0.0], [0.0, 0.0, 0.0], [0.0, 0.0, 0.0], [0.0, 0.0, 0.0], [0.0, 0.0, 0.0], [0.0, 0.0, 0.0]],
  "nbo_charge": [1.706, -0.522, 0.767, -0.733, 0.112, -0.138, -0.145, -0.188, 0.101, -0.498, 0.766, -0.510, -0.718, 0.253, 0.242, 0.262, -0.678, 0.397, -0.250, -0.163, -0.219, -0.151, -0.191, 0.421, -0.530, -0.073, -0.051, -0.485, 0.240, 0.230, 0.231, 0.203, 0.227, 0.243, 0.436, 0.058, -0.007, -0.230, -0.153, -0.231, -0.112, -0.417, 0.946, -0.394, -0.127, -0.209, -0.182, -0.201, -0.212, -0.272, -0.227, -0.197, -0.193, -0.209, -0.211, 0.241, 0.231, 0.230, 0.221, 0.224, 0.230, 0.228, 0.222, 0.212, 0.243, 0.227, 0.226, 0.228, 0.226]
}



{
  "formula": "C8H14N2O2S",
  "method": "wB97M-V/def2-TZVPD",
  "e_lumo_ev": 0.65,
  "energy_ev": -26432.7425,
  "smiles": "CC/C(O)=C(\\CS)NC(C)=O.C#N",
  "relative_energy_kj_mol": 161.0,
  "species": ["C", "C", "C", "C", "C", "C", "C", "C", "N", "N", "O", "O", "S", "H", "H", "H", "H", "H", "H", "H", "H", "H", "H", "H", "H", "H", "H"],
  "xyz": [[0.8332, -1.1764, 3.0161], [0.3328, -0.9425, -0.4730], [1.0991, 1.5616, 1.3139], [1.1277, 2.9893, 1.8119], [-0.0064, -1.8525, -2.7660], [-0.1824, -2.1133, -1.2684], [-1.9006, 0.1722, -0.3555], [-0.4506, 0.0707, -0.0452], [0.0105, -1.3518, 2.2493], [0.0066, 1.2619, 0.5979], [1.6543, -1.0403, -0.2729], [2.0196, 0.7853, 1.5582], [-2.1734, 1.2054, -1.8963], [1.6078, -0.9926, 3.7122], [1.9581, -0.3968, 0.4204], [1.4932, 3.6389, 1.0182], [0.1404, 3.3280, 2.1190], [1.8143, 3.0565, 2.6512], [1.0443, -1.7050, -2.9915], [-0.5501, -0.9617, -3.0676], [-0.3724, -2.6991, -3.3410], [-1.2249, -2.3242, -1.0425], [0.4121, -2.9812, -0.9853], [-2.3523, -0.7917, -0.5490], [-2.4420, 0.6791, 0.4419], [-0.6472, 2.0229, 0.4691], [-3.2518, 0.5574, -2.3251]],
  "atomic_forces_ev_per_a": [[0.3, 0.0, 0.4], [-0.5, 0.3, 0.0], [-0.1, 0.4, 0.1], [0.1, -0.1, 0.1], [-0.1, -0.1, 0.1], [0.1, 0.3, 0.0], [0.0, 0.2, -0.5], [0.4, -0.3, -0.8], [-0.8, -0.6, 0.3], [-0.4, 0.1, -0.2], [0.3, 0.1, 0.1], [0.3, 0.0, 0.0], [0.2, 0.0, 0.2], [0.3, 0.1, 0.2], [-0.2, -0.1, -0.2], [0.0, 0.1, 0.0], [0.0, 0.1, 0.0], [0.0, 0.0, 0.0], [0.2, 0.0, -0.1], [-0.1, 0.1, -0.1], [0.0, -0.1, -0.1], [0.0, 0.0, 0.1], [-0.1, 0.0, 0.1], [0.0, 0.0, 0.1], [0.0, -0.2, 0.1], [0.2, 0.0, 0.2], [-0.3, 0.0, 0.0]],
  "nbo_charge": [0.105, 0.394, 0.692, -0.702, -0.601, -0.444, -0.495, -0.025, -0.344, -0.588, -0.701, -0.672, -0.097, 0.233, 0.507, 0.239, 0.219, 0.241, 0.213, 0.215, 0.204, 0.203, 0.225, 0.238, 0.214, 0.399, 0.127]
}



{
  "formula": "C10H11P",
  "method": "wB97M-V/def2-TZVPD",
  "e_lumo_ev": 0.07,
  "energy_ev": -19833.5352,
  "smiles": "C=C/C=c1/cccc/c1=C/P",
  "relative_energy_kj_mol": 280.8,
  "species": ["C", "C", "C", "C", "C", "C", "C", "C", "C", "C", "P", "H", "H", "H", "H", "H", "H", "H", "H", "H", "H", "H"],
  "xyz": [[-0.9018, -0.0080, -3.0746], [-0.0773, -1.1311, -2.9735], [-1.0778, 0.7627, -1.9215], [0.4389, -1.4255, -1.6823], [-0.5990, 0.4913, -0.6666], [0.2437, -0.6313, -0.5732], [-0.6548, 1.4122, 0.4180], [-0.5344, 1.0403, 1.7146], [-0.4918, -0.3352, 2.0471], [0.9293, -0.9764, 0.6403], [2.3770, 0.0788, 1.1410], [-1.4509, 0.2063, -3.9517], [0.1474, -1.8304, -3.7832], [-1.8488, 1.5499, -2.0546], [1.2717, -2.1048, -1.7780], [-0.6703, 2.4625, 0.2194], [-0.3125, 1.6569, 2.5202], [-0.2587, -0.5862, 3.1219], [-1.3318, -0.9203, 1.8017], [0.9336, -1.9694, 1.1673], [1.5170, 1.1489, 1.0984], [2.7824, 0.3878, -0.1782]],
  "atomic_forces_ev_per_a": [[1.0, -1.3, 1.3], [-0.6, 0.4, 1.2], [-2.4, 0.9, -1.4], [1.0, 0.6, -2.5], [0.9, -0.8, -0.9], [-0.5, -1.1, -0.8], [-0.5, 1.0, 2.4], [-0.9, -0.2, -2.0], [2.8, -2.0, 0.2], [-1.1, -0.1, 5.5], [0.1, -1.0, -0.4], [-0.3, 0.4, -0.8], [-0.2, 0.5, 0.1], [0.8, -0.1, 0.4], [-0.1, -0.7, 0.9], [0.0, 0.5, -0.4], [0.0, 1.8, 0.9], [0.3, 0.3, -1.2], [-0.9, -0.8, -0.9], [0.0, 0.7, -1.6], [0.1, 1.1, 0.1], [0.3, -0.1, -0.1]],
  "nbo_charge": [-0.221, -0.184, -0.168, -0.206, -0.094, -0.078, -0.195, -0.210, -0.399, -0.433, 0.292, 0.214, 0.215, 0.208, 0.210, 0.216, 0.210, 0.211, 0.213, 0.253, -0.017, -0.035]
}



{
  "formula": "C3H6FNO3",
  "method": "wB97M-V/def2-TZVPD",
  "e_lumo_ev": 0.67,
  "energy_ev": -13557.3392,
  "smiles": "N=C=O.O=CF.CO",
  "relative_energy_kj_mol": 38.1,
  "species": ["C", "C", "C", "N", "O", "O", "O", "F", "H", "H", "H", "H", "H", "H"],
  "xyz": [[1.6690, -0.4429, 1.3807], [-2.2068, -1.1957, -0.3159], [1.1287, 2.2200, -0.9862], [2.4128, -0.8006, 0.5629], [1.0825, -0.0107, 2.2957], [2.0002, 2.6071, -0.2785], [-1.0598, -1.1354, 0.5069], [-0.1514, 2.6589, -0.8604], [-2.5486, -0.1087, -0.3786], [-2.9328, -1.7897, 0.2232], [-1.9005, -1.5420, -1.3263], [1.0815, 1.4687, -1.8386], [2.6430, -1.1619, -0.3431], [-1.2177, -0.7671, 1.3582]],
  "atomic_forces_ev_per_a": [[-1.2, 1.1, 1.8], [0.2, 2.4, 0.5], [-0.1, -0.1, 0.1], [2.1, -1.1, -2.4], [-0.5, -0.1, 0.1], [-1.0, -0.7, -1.2], [1.6, -1.0, -1.2], [0.4, 0.0, 0.1], [-0.2, -1.4, -0.4], [-0.6, -0.4, -0.7], [-0.4, 0.0, 0.9], [0.6, 0.8, 1.0], [-0.4, 0.1, 0.4], [-0.5, 0.5, 0.9]],
  "nbo_charge": [0.872, -0.245, 0.728, -0.762, -0.554, -0.502, -0.754, -0.350, 0.163, 0.173, 0.186, 0.123, 0.443, 0.479]
}



{
  "formula": "C2F4N2",
  "method": "wB97M-V/def2-TZVPD",
  "e_lumo_ev": -1.80,
  "energy_ev": -15919.6970,
  "relative_energy_kj_mol": 200.3,
  "species": ["C", "C", "N", "N", "F", "F", "F", "F"],
  "xyz": [[-0.7930, 0.1895, 0.0360], [0.6992, -0.1628, 0.1395], [-0.7662, -1.0079, -0.8622], [0.4595, -1.1423, -0.8880], [-1.1313, 1.2874, -0.6215], [-1.5232, 0.1174, 1.1419], [1.2198, -0.5552, 1.2564], [1.8352, 1.2738, -0.2021]],
  "atomic_forces_ev_per_a": [[-0.2, 0.9, 0.3], [3.0, 4.2, 0.7], [-1.5, 0.0, -0.2], [1.6, -0.6, -0.4], [0.2, -0.3, 0.0], [0.2, -0.3, -0.3], [-0.3, -0.2, -0.5], [-3.0, -3.7, 0.4]],
  "nbo_charge": [0.680, 0.727, -0.044, -0.098, -0.268, -0.279, -0.236, -0.482]
}



{
  "formula": "C5H14O2",
  "method": "wB97M-V/def2-TZVPD",
  "e_lumo_ev": [3.35, 3.26],
  "s2": 0.750,
  "energy_ev": -9505.4313,
  "multiplicity": 2,
  "relative_energy_kj_mol": 41.6,
  "total_charge": -1,
  "species": ["C", "O", "C", "C", "C", "C", "H", "H", "H", "H", "H", "H", "H", "H", "H", "H", "H", "H", "H", "H", "O"],
  "xyz": [[-0.1274, -2.0328, -1.1759], [-1.3798, -2.6537, -1.4710], [-0.1912, -0.5740, -0.8274], [-0.3752, -0.2706, 0.6772], [-1.1963, 1.0118, 0.8611], [0.9548, -0.0623, 1.4021], [0.5548, -2.2576, -1.9927], [0.2530, -2.5771, -0.2935], [-2.0966, -2.1293, -1.1277], [-1.0778, -0.1597, -1.3323], [0.5856, 0.1125, -1.1789], [-0.9993, -1.0715, 1.0875], [-2.1887, 0.7832, 0.4134], [-1.4571, 1.1637, 1.9119], [-0.8988, 1.9320, 0.3786], [1.2491, 0.9846, 1.5108], [1.8531, -0.4532, 0.9116], [0.9755, -0.4898, 2.4129], [1.6965, 3.6859, -0.5452], [2.1289, 2.3292, -1.2155], [1.7371, 2.7290, -0.4071]],
  "atomic_forces_ev_per_a": [[0.8, -0.8, 0.9], [0.1, -0.2, -0.5], [-1.0, 1.4, 0.2], [0.3, 1.1, -0.5], [-2.2, -1.0, -0.2], [1.0, -0.4, 0.6], [-0.1, 0.1, -0.2], [0.3, 0.1, -0.2], [-0.2, 0.4, 0.2], [0.0, -0.1, -0.1], [0.4, -0.6, -0.2], [0.4, -0.1, 0.3], [0.2, 0.2, 0.1], [0.5, 0.3, 0.1], [0.8, 0.0, 0.0], [-0.5, 0.1, -0.2], [-0.3, -0.4, -0.3], [-0.2, 0.0, -0.1], [0.2, 0.2, -0.3], [-0.1, 0.5, 0.1], [-0.2, -0.8, 0.2]],
  "nbo_charge": [-0.069, -0.739, -0.537, -0.221, -0.626, -0.655, 0.174, 0.148, 0.461, 0.194, 0.229, 0.174, 0.173, 0.191, 0.237, 0.245, 0.206, 0.188, 0.367, 0.329, -1.468]
}



{
  "formula": "C3H9N2O",
  "method": "wB97M-V/def2-TZVPD",
  "e_lumo_ev": -3.67,
  "energy_ev": -8276.0237,
  "relative_energy_kj_mol": 294.3,
  "total_charge": 1,
  "species": ["C", "C", "C", "N", "N", "O", "H", "H", "H", "H", "H", "H", "H", "H", "H"],
  "xyz": [[1.4331, 0.1421, 0.2790], [-1.9514, -0.8107, 0.4234], [-0.8701, 0.6922, -0.4319], [2.5341, -0.5573, 0.0900], [0.4414, -0.0802, -0.5605], [-0.7275, 1.8138, 0.2457], [1.3193, 1.0007, 0.8320], [-1.1720, -1.4881, 0.3837], [-2.1449, -0.5801, 1.4491], [-2.7656, -1.0274, -0.1487], [-1.2943, 0.8420, -1.4259], [3.3220, -0.5251, 0.7598], [2.5552, -1.2903, -0.6026], [0.4862, -0.8294, -1.2160], [-1.1657, 2.6977, -0.0771]],
  "atomic_forces_ev_per_a": [[-0.4, -2.1, -4.1], [3.2, 4.3, -0.1], [-2.3, -4.2, -0.3], [1.3, 0.1, 1.8], [-0.8, 2.4, 1.6], [-0.2, 3.3, 1.1], [0.2, 1.5, 2.0], [1.1, -1.8, -0.2], [-0.3, 0.5, 0.4], [-2.1, -0.5, -1.5], [0.2, -0.4, 0.0], [-0.8, 0.1, -0.8], [0.1, 0.0, 0.1], [-0.2, -0.5, -0.4], [1.1, -2.9, 0.4]],
  "nbo_charge": [0.377, -0.555, 0.288, -0.718, -0.527, -0.728, 0.248, 0.175, 0.219, 0.209, 0.188, 0.443, 0.417, 0.419, 0.544]
}



{
  "formula": "C3H11NO2S",
  "method": "wB97M-V/def2-TZVPD",
  "e_lumo_ev": 0.28,
  "energy_ev": -19709.1438,
  "smiles": "OCNCCS.O",
  "relative_energy_kj_mol": 36.9,
  "species": ["C", "C", "S", "N", "C", "O", "H", "H", "H", "H", "H", "H", "H", "H", "H", "H", "H", "O"],
  "xyz": [[-0.4399, 0.4346, -0.5227], [0.7412, 1.3891, -0.4180], [0.8759, 2.1434, 1.1955], [-0.6164, -0.0241, -1.8962], [-1.8302, -0.7387, -2.1441], [-1.9430, -1.9911, -1.4950], [-0.2535, -0.3827, 0.1752], [-1.3844, 0.8912, -0.2288], [0.6434, 2.1158, -1.2315], [1.6349, 0.8195, -0.6903], [1.4313, 1.1074, 1.8270], [0.1758, -0.5617, -2.2178], [-2.6554, -0.0962, -1.8214], [-1.8985, -0.9432, -3.2075], [-1.3939, -1.9754, -0.6988], [3.0461, -0.5428, 4.2758], [1.6041, -1.0207, 4.2580], [2.2625, -0.6244, 4.8407]],
  "atomic_forces_ev_per_a": [[-0.1, -0.2, -0.3], [-0.2, -0.7, -1.1], [0.1, 0.5, 0.2], [0.1, 0.1, 0.0], [0.0, 0.4, 0.1], [0.3, -0.5, 0.3], [0.0, -0.2, 0.3], [0.1, 0.3, 0.1], [0.0, 0.3, 0.5], [0.1, 0.2, 0.3], [0.0, -0.1, 0.0], [0.2, 0.0, -0.1], [-0.1, 0.0, -0.1], [-0.2, 0.0, -0.1], [-0.3, 0.0, -0.2], [-0.2, 0.0, 0.3], [0.0, 0.0, 0.2], [0.2, 0.0, -0.5]],
  "nbo_charge": [-0.229, -0.546, -0.007, -0.638, 0.094, -0.733, 0.149, 0.203, 0.239, 0.211, 0.112, 0.356, 0.150, 0.174, 0.463, 0.467, 0.465, -0.931]
}